Entry 1:
C19H35Br9O8S4 | the ωB97M-V functional and the def2-TZVPD basis

Total energy in hartree: -26104.6968
Energy relative to the best compared isomer or geometry (same formula, charge and spin) in eV: 26.2264

Geometry as ORCA input:
```
! RIJCOSX wB97M-V def2-TZVPD def2/J DEFGRID3
* xyz 0 1
Br 3.283 -1.666 1.548
Br -1.436 -3.655 -1.694
Br 1.328 -5.165 -2.065
Br 4.766 -2.207 4.302
Br -0.304 -0.669 3.305
Br 1.171 -2.374 -0.223
Br 2.837 0.418 4.183
Br 1.676 1.039 1.425
Br -0.602 -0.798 -0.018
S 2.959 3.378 0.745
S -3.091 -0.528 -1.355
S -3.172 -3.461 2.918
S -0.085 2.311 -2.321
O -3.499 -4.895 3.037
O -1.530 2.188 -2.181
O -3.053 -2.656 4.148
O 3.574 4.644 0.345
O -4.197 -1.524 -1.334
O 0.516 3.614 -2.176
O -1.724 -0.985 -1.243
O 1.521 3.159 0.765
C 3.539 3.068 2.515
C 4.354 1.036 1.251
C -3.363 -1.942 0.809
C 1.957 1.400 -3.504
C -1.549 -3.198 1.899
C 0.630 -0.605 1.584
C -3.282 0.319 -2.926
C -3.859 2.141 -1.317
C 0.242 -4.102 -0.745
C -2.235 -2.942 0.590
C 4.532 1.929 2.446
C 2.097 0.856 -2.109
C 3.951 1.949 0.071
C -4.268 1.535 -2.746
C 0.511 1.563 -3.787
C 4.050 -0.779 3.125
C -4.328 -2.575 1.795
C -3.453 0.974 -0.285
C 0.737 1.049 -1.268
H -4.697 2.670 -0.862
H 4.482 1.375 3.383
H 5.573 2.250 2.482
H 0.857 1.468 -0.269
H -5.184 -2.046 2.215
H -0.026 0.276 -1.364
H -5.293 1.223 -2.547
H -4.192 2.308 -3.510
H -2.468 1.292 0.056
H 2.346 -0.205 -2.068
H -0.796 -3.986 1.935
H 3.604 0.309 1.563
H 2.783 1.349 -1.420
H 1.272 -1.486 1.538
H 3.987 3.896 3.065
H -3.794 -1.832 -0.186
H -1.213 -2.291 2.400
H 2.604 0.938 -4.249
H -1.560 -2.489 -0.136
H -2.961 -0.971 1.098
H 2.407 2.387 -3.611
H -2.593 -3.875 0.153
H -3.107 2.860 -1.643
H 0.079 -4.636 0.191
H 4.877 2.425 -0.250
H -2.269 0.687 -3.091
H 3.198 1.650 -0.659
H 0.217 2.091 -4.695
H -3.872 0.645 0.666
H 2.654 2.785 3.086
H -4.704 -3.428 1.229
H -3.585 -0.320 -3.755
H 5.253 0.493 0.962
H -0.051 0.654 -3.999
H 4.972 -0.308 2.787
*
```

Mulliken atomic charge list, values in e, 8 entries: atom 1 (Br): 0.202, atom 2 (Br): 0.016, atom 3 (Br): -0.021, atom 4 (Br): -0.022, atom 5 (Br): -0.271, atom 6 (Br): -0.260, atom 7 (Br): -0.035, atom 8 (Br): -0.014

Entry 2:
C19H35Cl10CuO7 | the ωB97M-V functional and the def2-TZVPD basis

Total energy in hartree: -7513.1713

Geometry as ORCA input:
```
! RIJCOSX wB97M-V def2-TZVPD def2/J DEFGRID3
* xyz 2 3
Cu -10.724 -12.087 12.391
Cl -9.156 -6.692 18.363
Cl -7.343 -4.178 17.509
Cl -9.016 -12.512 18.423
Cl -6.928 -10.353 16.553
Cl -12.495 -5.492 10.053
Cl -13.984 -4.715 14.799
Cl -11.065 -3.984 16.467
Cl -15.107 -11.317 16.891
Cl -14.691 -8.649 14.845
Cl -12.691 -8.497 8.625
O -8.749 -7.000 11.653
O -17.455 -7.289 18.130
O -15.601 -6.029 17.691
O -7.999 -6.554 13.633
O -15.342 -8.079 18.558
O -11.006 -10.044 13.276
O -9.716 -5.274 12.823
C -16.242 -7.095 18.097
C -10.641 -9.169 14.344
C -14.033 -7.463 18.640
C -14.248 -6.225 17.835
C -12.305 -4.590 14.067
C -9.457 -11.606 16.944
C -8.165 -11.571 16.033
C -11.804 -8.108 10.138
C -8.890 -6.192 12.744
C -14.558 -10.338 14.385
C -12.404 -7.070 11.012
C -11.542 -3.551 14.843
C -14.028 -11.221 15.520
C -7.054 -7.388 13.022
C -6.619 -8.448 14.073
C -7.802 -6.877 17.197
C -7.801 -7.983 11.819
C -12.916 -8.434 18.162
C -7.520 -5.592 16.443
H -13.914 -10.311 13.506
H -11.722 -6.801 11.819
H -12.868 -9.342 18.763
H -5.889 -9.067 13.552
H -6.701 -5.639 15.726
H -6.259 -6.719 12.692
H -10.829 -7.880 9.705
H -8.336 -8.891 12.100
H -11.380 -9.221 15.143
H -15.568 -10.511 14.012
H -11.961 -7.992 17.880
H -8.351 -5.386 15.768
H -12.505 -4.284 13.040
H -9.645 -9.238 14.781
H -10.603 -3.332 14.336
H -7.217 -8.256 10.940
H -10.262 -12.201 16.512
H -11.664 -8.991 10.761
H -7.468 -9.086 14.315
H -13.818 -6.407 16.850
H -7.776 -12.588 15.984
H -13.860 -7.203 19.684
H -13.045 -10.912 15.876
H -8.031 -7.728 16.555
H -10.685 -8.136 13.996
H -13.663 -5.402 18.246
H -8.426 -11.203 15.041
H -13.913 -12.225 15.110
H -6.941 -7.251 17.750
H -13.265 -8.847 17.215
H -12.075 -2.604 14.923
H -6.286 -7.890 14.949
H -13.345 -7.409 11.444
H -9.770 -10.594 17.201
H -11.831 -5.566 13.960
*
```

Mulliken atomic charge list, values in e, 8 entries: atom 1 (Cu): 0.749, atom 2 (Cl): -0.173, atom 3 (Cl): -0.148, atom 4 (Cl): -0.141, atom 5 (Cl): -0.111, atom 6 (Cl): -0.167, atom 7 (Cl): -0.188, atom 8 (Cl): -0.149

Entry 3:
C19H35N2O6P | the ωB97M-V functional and the def2-TZVPD basis

Total energy in hartree: -1647.0480

Geometry as ORCA input:
```
! RIJCOSX wB97M-V def2-TZVPD def2/J DEFGRID3
* xyz 0 1
P -3.462 -0.224 -0.150
O -5.409 2.425 1.486
O -2.627 1.340 -0.177
O -4.341 0.353 1.251
O 0.611 0.670 1.200
O -7.335 3.311 1.798
O -4.698 0.384 -1.160
N -6.509 2.687 2.338
N 5.208 0.551 -0.292
C -5.128 -4.612 0.283
C 5.604 0.912 -1.709
C -5.466 1.053 0.991
C -5.573 -2.227 0.300
C -0.559 1.520 1.125
C -1.425 1.297 2.341
C -3.797 -4.352 -0.020
C -6.008 -3.546 0.431
C -3.368 -3.034 -0.144
C 5.131 1.767 0.573
C 6.601 -0.156 -2.185
C 6.729 -1.144 -1.021
C 3.914 -0.237 -0.174
C -5.745 1.040 -0.513
C -1.254 1.251 -0.224
C 6.350 -0.317 0.189
C -4.239 -1.956 0.016
C 2.820 0.081 -1.170
C 2.339 1.524 -1.194
H -0.912 0.298 -0.645
H -2.328 -2.825 -0.369
H 6.042 -1.980 -1.150
H 3.101 2.243 -1.510
H -0.898 2.025 -0.920
H -1.792 0.278 2.403
H -2.267 1.976 2.393
H -0.196 2.547 1.164
H 3.101 -0.252 -2.174
H -2.790 -0.636 -1.357
H 4.726 0.979 -2.336
H 4.302 2.387 0.249
H 1.976 1.807 -0.207
H 7.730 -1.559 -0.931
H 1.512 1.619 -1.894
H 6.069 1.893 -1.668
H -0.801 1.467 3.224
H -6.277 -1.421 0.427
H -5.466 -5.629 0.404
H 0.430 -0.032 1.829
H -7.046 -3.735 0.674
H 6.066 2.315 0.488
H 4.981 1.447 1.601
H -6.287 0.582 1.548
H 6.014 -0.896 1.046
H 3.555 -0.076 0.842
H 7.559 0.310 -2.412
H 1.972 -0.546 -0.888
H 4.176 -1.291 -0.260
H -6.667 0.497 -0.749
H -3.086 -5.155 -0.150
H 6.264 -0.648 -3.095
H -2.363 -0.754 0.621
H -5.926 2.055 -0.870
H 7.159 0.349 0.484
*
```

Mulliken atomic charge list, values in e, 8 entries: atom 1 (P): 0.736, atom 2 (O): -0.201, atom 3 (O): -0.479, atom 4 (O): -0.497, atom 5 (O): -0.489, atom 6 (O): -0.257, atom 7 (O): -0.580, atom 8 (N): 0.102

Entry 4:
C19H36AsF6O15 | the ωB97M-V functional and the def2-TZVPD basis

Total energy in hartree: -4709.3846
Energy relative to the best compared isomer or geometry (same formula, charge and spin) in eV: 1.5731

Geometry as ORCA input:
```
! RIJCOSX wB97M-V def2-TZVPD def2/J DEFGRID3
* xyz -1 1
As -10.310 21.696 -25.634
F -10.187 22.949 -24.411
F -9.166 22.534 -26.677
F -10.417 20.353 -26.790
F -11.554 20.874 -24.667
F -11.672 22.586 -26.405
F -9.045 20.753 -24.769
O -12.163 23.016 -22.076
O -9.865 25.140 -18.450
O -5.401 26.552 -25.268
O -7.454 26.283 -24.657
O -9.302 25.438 -20.606
O -9.699 27.198 -19.354
O -17.351 26.716 -28.767
O -16.843 24.572 -28.336
O -2.568 23.161 -24.115
O -8.540 20.028 -28.670
O -4.344 22.255 -25.092
O -4.264 22.209 -22.882
O -6.306 28.131 -23.992
O -6.515 22.168 -28.560
O -15.353 26.116 -27.883
C -3.597 22.582 -24.029
C -5.565 21.549 -24.671
C -9.442 27.727 -20.653
C -8.370 18.648 -28.920
C -13.198 23.380 -22.997
C -5.249 21.296 -23.170
C -9.645 25.844 -19.396
C -16.606 25.881 -28.327
C -9.108 26.489 -21.504
C -15.759 23.880 -27.774
C -8.378 25.518 -26.687
C -10.040 26.305 -22.710
C -5.843 20.356 -25.609
C -14.688 24.899 -27.555
C -6.390 27.078 -24.604
C -7.102 23.341 -29.089
C -5.870 25.515 -26.124
C -14.094 25.027 -26.167
C -7.305 25.282 -25.635
H -6.239 22.387 -24.857
H -15.555 23.051 -28.452
H -10.008 27.094 -23.455
H -12.813 23.317 -24.013
H -9.855 25.284 -23.050
H -11.035 26.184 -22.270
H -11.303 23.064 -22.502
H -5.002 19.672 -25.497
H -14.717 25.599 -25.474
H -13.400 24.429 -22.762
H -10.413 28.080 -21.010
H -7.548 18.507 -29.617
H -8.185 23.426 -29.059
H -7.141 21.434 -28.521
H -6.136 21.312 -22.538
H -6.771 19.910 -25.253
H -5.961 20.731 -26.623
H -7.316 24.285 -25.194
H -8.056 26.540 -21.793
H -5.856 25.887 -27.149
H -13.917 24.752 -28.315
H -8.698 28.518 -20.704
H -14.149 24.053 -25.672
H -6.662 23.464 -30.086
H -14.080 22.782 -22.778
H -9.278 18.122 -29.223
H -8.384 24.811 -27.513
H -16.069 23.396 -26.842
H -6.628 24.230 -28.664
H -4.840 20.285 -23.056
H -9.363 25.359 -26.237
H -13.089 25.399 -25.978
H -5.301 24.589 -26.067
H -8.447 26.589 -26.886
H -8.111 18.189 -27.960
H -9.080 20.224 -27.892
*
```

Mulliken atomic charge list, values in e, 8 entries: atom 1 (As): 2.111, atom 2 (F): -0.515, atom 3 (F): -0.385, atom 4 (F): -0.630, atom 5 (F): -0.492, atom 6 (F): -0.550, atom 7 (F): -0.516, atom 8 (O): -0.547

Entry 5:
C19H36Cl2GeLuNO4 | the ωB97M-V functional and the def2-TZVPD basis

Total energy in hartree: -5333.2485

Geometry as ORCA input:
```
! RIJCOSX wB97M-V def2-TZVPD def2/J DEFGRID3
* xyz 3 2
Lu 0.109 -0.710 -0.828
Ge -1.024 1.561 0.705
Cl 2.328 -0.660 -1.749
Cl 8.434 -0.637 -2.525
O -1.740 -1.810 -1.625
O -0.706 -0.200 1.259
O -1.471 1.019 -1.027
O 0.660 1.855 0.227
N 0.224 -3.031 -0.391
C -2.998 -0.258 1.998
C 0.233 -5.799 0.245
C 1.365 -4.994 0.438
C -0.633 2.051 -3.172
C -1.814 1.951 -2.177
C -1.994 -3.226 -1.400
C -1.590 -0.560 2.436
C -1.190 0.336 3.564
C 1.296 -3.622 0.150
C 2.365 1.493 1.973
C 1.718 2.496 1.090
C -3.155 1.514 -2.699
C -0.848 -3.828 -0.633
C -0.870 -5.171 -0.313
C 7.238 0.179 -3.157
C 0.920 3.600 1.737
C -1.871 3.340 -1.551
C -1.353 -2.018 2.848
C 2.743 3.033 0.105
H 0.269 -6.840 0.488
H -1.790 4.188 -2.229
H -2.122 -3.768 -2.376
H -3.945 1.725 -1.989
H -1.254 1.420 3.158
H 3.167 2.089 2.366
H -0.898 2.738 -3.984
H -0.317 1.212 -3.753
H 3.690 3.132 0.616
H 7.120 1.270 -2.960
H 1.787 1.217 2.817
H 1.559 4.282 2.382
H -0.941 3.430 -0.988
H -3.421 2.065 -3.621
H -1.949 -2.195 3.770
H -2.590 -1.426 -1.783
H 0.273 2.420 -2.630
H -3.179 -0.599 1.011
H -2.884 -3.406 -0.806
H -1.786 -5.690 -0.568
H 2.281 -5.324 0.837
H -0.313 -2.208 3.100
H -3.240 0.416 -2.904
H -0.173 0.131 3.868
H 2.995 2.352 -0.688
H 0.457 4.202 0.939
H 2.203 -3.020 0.178
H -3.277 0.831 2.091
H -2.794 3.497 -0.905
H 0.153 3.067 2.351
H 2.740 0.552 1.506
H -3.753 -0.728 2.658
H -1.692 -2.768 2.132
H 2.438 4.002 -0.306
H -1.784 0.212 4.452
H 6.592 -0.380 -3.758
*
```

Mulliken atomic charge list, values in e, 8 entries: atom 1 (Lu): 1.142, atom 2 (Ge): 0.272, atom 3 (Cl): -0.553, atom 4 (Cl): 0.283, atom 5 (O): -0.399, atom 6 (O): 0.234, atom 7 (O): 0.103, atom 8 (O): 0.277

Entry 6:
C19H36F3IO4SSi3 | the ωB97M-V functional and the def2-TZVPD basis

Structure (SMILES): Cc1cccc(C[Si@](I)(CCCCS(=O)(=O)O)C(F)(F)F)c1.C[Si](C)(C)O[Si](C)(C)C
Total energy in hartree: -2910.7218

Geometry as ORCA input:
```
! RIJCOSX wB97M-V def2-TZVPD def2/J DEFGRID3
* xyz 0 1
I -3.407 6.168 3.100
S -5.123 -0.205 1.290
Si -2.419 4.550 1.547
Si 4.041 -3.581 -2.903
Si 1.112 -3.339 -1.978
F -2.671 4.107 -1.158
F -4.434 4.942 -0.234
F -2.695 6.213 -0.632
O 2.758 -3.391 -1.880
O -4.122 -1.422 1.537
O -4.673 0.531 0.144
O -6.438 -0.726 1.121
C 0.152 2.767 0.267
C 0.262 3.575 1.359
C 0.459 -4.946 -2.686
C 2.928 1.796 3.316
C 1.809 1.337 1.105
C 3.919 -5.232 -3.781
C -3.383 2.515 3.350
C -3.081 4.992 -0.222
C 1.928 2.118 2.219
C -3.823 1.045 3.458
C -0.551 4.843 1.529
C -5.182 0.775 2.774
C 5.670 -3.527 -1.995
C 0.314 -3.079 -0.310
C 1.151 3.240 2.354
C 4.045 -2.217 -4.187
C 0.911 1.640 0.118
C 0.584 -1.929 -3.094
C -2.915 2.773 1.883
H -0.557 2.998 -0.524
H -0.772 -3.050 -0.425
H 0.559 -3.890 0.379
H 0.888 -2.111 -4.126
H 5.740 -4.326 -1.254
H -4.219 3.182 3.574
H 3.810 -6.044 -3.059
H -5.725 1.693 2.554
H -3.788 2.565 1.258
H 0.765 -5.070 -3.726
H -3.543 -1.428 0.757
H 5.812 -2.571 -1.488
H 3.881 1.541 2.848
H 4.949 -2.270 -4.798
H 3.089 2.677 3.935
H 4.817 -5.416 -4.374
H -0.275 5.342 2.457
H -5.791 0.201 3.472
H 3.059 -5.257 -4.453
H 6.489 -3.654 -2.706
H -2.588 2.746 4.062
H -2.102 2.072 1.697
H 0.632 -2.136 0.142
H 1.037 -0.990 -2.767
H -0.337 5.480 0.665
H -3.856 0.764 4.512
H -0.632 -4.963 -2.648
H 1.218 3.875 3.230
H 0.837 -5.799 -2.117
H -0.502 -1.812 -3.076
H 3.183 -2.300 -4.851
H 4.012 -1.236 -3.707
H 0.837 1.007 -0.756
H 2.437 0.459 0.985
H 2.564 0.967 3.925
H -3.054 0.425 2.990
*
```

Mulliken atomic charge list, values in e, 8 entries: atom 1 (I): -0.201, atom 2 (S): 1.281, atom 3 (Si): 0.026, atom 4 (Si): 0.463, atom 5 (Si): 0.452, atom 6 (F): -0.222, atom 7 (F): -0.236, atom 8 (F): -0.253

Calculated molar mass in order - 1238.88; 793.56; 418.47; 693.39; 660.98; 628.72 g/mol